Computed, not measured: the molecule C9H6N2 in a non-equilibrium geometry, with ωB97M-V/def2-TZVPD.

Each line ends with the natural charge from an NBO analysis.
Element x y z (Å)
N 3.941 -0.038 -0.480  -0.2826
C 2.918 0.105 -0.058  0.2742
C 1.758 0.785 0.430  -0.5371
C 0.466 0.050 0.204  0.0498
C 0.365 -1.309 0.028  -0.2232
C -0.875 -1.932 -0.100  -0.1755
C -2.110 -1.254 -0.095  -0.2073
C -1.987 0.180 -0.143  -0.1566
C -0.763 0.799 0.054  -0.1577
C -0.857 2.263 -0.177  0.2628
N -0.856 3.363 -0.223  -0.3011
H 1.780 1.144 1.440  0.2686
H 1.731 1.646 -0.109  0.2638
H 1.222 -1.898 -0.188  0.2315
H -0.985 -3.007 -0.396  0.2238
H -3.003 -1.852 -0.004  0.2327
H -2.746 0.956 -0.181  0.2339

Cartesian forces (eV/Å) of the 2 atoms listed first:
N 4.156 -1.408 -1.807
C -2.643 1.221 1.896

The frontier orbital gap is 10.05 eV. The calculation puts the molar mass at 142.2 g mol⁻¹. As for the LUMO energy: 0.021 eV. Its net charge is 0. The SMILES is N#CCc1ccccc1C#N. The value obtained for the energy above the lowest of the compared OMol25 structures with the same formula, charge and spin is 0.641 eV.

---

Computed, not measured: the molecule C4H6FNO2 in a non-equilibrium geometry, with ωB97M-V/def2-TZVPD.

Each line ends with the natural charge from an NBO analysis.
Element x y z (Å)
C -0.968 -0.724 -0.198  -0.3714
C -0.351 0.360 -0.560  -0.2425
C 0.540 1.100 0.380  -0.1318
O 1.755 1.466 -0.267  -0.3567
N 2.766 0.424 -0.141  0.3513
O 3.880 0.813 -0.019  -0.3863
C 2.372 -0.799 0.013  0.2352
F 3.449 -1.648 0.145  -0.3162
H -1.758 -1.195 -0.813  0.2074
H -0.736 -1.229 0.776  0.1861
H -0.822 0.711 -1.499  0.2252
H 0.108 2.025 0.463  0.2135
H 0.591 0.646 1.296  0.1988
H 1.549 -1.190 -0.413  0.1874

Cartesian forces (eV/Å) of the 2 atoms listed first:
C -1.016 -2.700 1.475
C -1.351 0.359 -0.779

The frontier orbital gap is 10.14 eV. The calculation puts the molar mass at 119.1 g mol⁻¹. As for the LUMO energy: 0.830 eV. Its net charge is 0. The SMILES is C=CCO/[N+]([O-])=C/F. The value obtained for the energy above the lowest of the compared OMol25 structures with the same formula, charge and spin is 6.268 eV.

---

Computed, not measured: a structure of composition C28H27F3N7NiO5P, with ωB97M-V/def2-TZVPD.

Each line ends with the Mulliken spin population.
Element x y z (Å)
Ni -0.536 0.843 0.367  1.2214
N 1.425 4.574 0.610  0.0024
C 1.067 3.264 0.799  -0.0066
O -0.110 2.972 0.926  0.0156
C 2.204 2.275 0.840  -0.0245
C 1.996 1.122 1.828  -0.0295
H 0.681 5.209 0.368  0.0002
H 2.354 4.795 0.301  -0.0005
H 3.130 2.816 1.065  0.0015
H 2.294 1.862 -0.171  0.0028
H 1.734 1.557 2.805  0.0304
H 2.975 0.650 1.973  -0.0038
O -4.716 -3.172 -0.544  -0.0006
C -3.877 -2.557 0.319  -0.0287
C -4.330 -2.602 1.696  0.1384
C -3.531 -2.673 2.782  -0.0821
C -2.098 -2.628 2.824  0.1938
C -1.862 -1.148 0.827  0.0938
C -2.721 -1.985 -0.088  0.0197
C -2.305 -2.066 -1.533  -0.0109
O -3.122 -2.618 -2.340  0.0029
O -1.186 -1.606 -1.865  -0.0018
H -4.244 -3.034 -1.441  -0.0002
H -5.400 -2.724 1.823  0.0036
H -4.020 -2.836 3.738  0.0001
H -1.611 -3.092 3.676  0.0069
H -1.002 -0.955 0.157  0.0144
C -1.105 0.872 -4.909  -0.0004
N 0.184 1.249 -4.323  -0.0014
C 0.291 2.701 -4.335  -0.0006
N -0.812 3.411 -3.687  0.0004
C -2.058 2.957 -4.311  -0.0006
N -2.253 1.519 -4.287  0.0001
C -2.478 1.019 -2.920  0.0040
P -1.028 1.327 -1.807  -0.0322
C 0.296 0.722 -2.954  0.0018
C -0.831 3.130 -2.240  0.0077
H -1.225 -0.209 -4.825  0.0000
H -1.087 1.154 -5.968  -0.0001
H 0.324 3.030 -5.380  0.0000
H 1.228 2.990 -3.849  0.0006
H -2.041 3.286 -5.356  -0.0001
H -2.899 3.436 -3.804  -0.0002
H -2.669 -0.052 -2.945  -0.0001
H -3.353 1.498 -2.483  -0.0009
H 0.226 -0.367 -2.963  -0.0021
H 1.273 0.999 -2.544  0.0010
H 0.103 3.500 -1.806  0.0051
H -1.644 3.693 -1.775  -0.0018
F 6.039 -4.520 4.118  -0.0001
C 6.146 -3.301 3.539  0.0001
F 7.027 -3.437 2.527  0.0000
F 6.760 -2.520 4.465  -0.0002
C 4.830 -2.752 3.104  -0.0067
C 4.636 -2.290 1.811  0.0067
C 3.404 -1.765 1.448  -0.0041
C 2.352 -1.696 2.357  -0.0495
C 2.560 -2.184 3.648  -0.0174
C 3.786 -2.698 4.025  0.0012
C 1.007 -1.152 1.944  0.0282
C 0.896 0.158 1.435  0.4121
H 5.439 -2.348 1.089  -0.0001
H 3.239 -1.408 0.438  -0.0113
H 1.730 -2.160 4.342  -0.0053
H 3.938 -3.067 5.033  0.0000
O -3.690 0.671 -0.469  0.0144
N -3.434 0.911 0.743  0.0084
C -2.517 0.154 1.361  -0.0570
C -1.275 -1.960 1.965  -0.1263
N 0.070 -2.053 2.218  0.2633
C -2.351 0.510 2.740  0.0030
N -2.220 0.802 3.851  0.0012

Cartesian forces (eV/Å) of the 2 atoms listed first:
Ni -0.210 0.067 0.351
N -0.015 -0.007 -0.002

As for the expectation value of S²: 2.074. The frontier orbital gap (spin up / spin down) is 5.19 / 5.38 eV. The calculation puts the molar mass at 688.2 g mol⁻¹. As for the LUMO energy (spin up / spin down): 4.108 / 4.099 eV. As for the multiplicity: 3. Its net charge is -2. The value obtained for the energy above the lowest of the compared OMol25 structures with the same formula, charge and spin is 0.000 eV.

---

Computed, not measured: the molecule C20H25NO4, with ωB97M-V/def2-TZVPD.

Each line ends with the natural charge from an NBO analysis.
Element x y z (Å)
C 2.705 -4.174 4.719  -0.2530
O 1.929 -3.124 4.195  -0.4909
C 1.201 -3.349 3.070  0.2991
C 1.157 -4.553 2.374  -0.2963
C 0.372 -4.658 1.234  -0.1825
C -0.366 -3.589 0.775  -0.2051
C -0.334 -2.371 1.463  -0.1052
C -1.071 -1.202 1.031  -0.0799
C -1.799 -1.066 -0.087  -0.3300
C -2.443 0.209 -0.403  0.7743
O -2.343 1.231 0.246  -0.6396
O -3.162 0.119 -1.532  -0.4897
C -3.893 1.263 -1.957  -0.1669
C -3.051 2.210 -2.833  0.6462
O -3.320 2.410 -3.998  -0.6189
N -2.039 2.792 -2.173  -0.6280
C -1.099 3.679 -2.818  -0.2104
C 0.237 2.984 -3.125  -0.4379
C 0.879 2.441 -1.873  0.0105
C 1.388 3.249 -0.951  -0.1966
C 1.947 2.780 0.356  -0.4325
C 1.452 1.374 0.675  -0.3988
C 1.696 0.472 -0.529  -0.3969
C 0.856 0.947 -1.712  -0.4284
C 0.451 -2.270 2.608  -0.1780
H 3.190 -3.768 5.606  0.2034
H 2.084 -5.028 5.007  0.1772
H 3.470 -4.503 4.009  0.1772
H 1.722 -5.410 2.704  0.2217
H 0.344 -5.598 0.703  0.2169
H -0.971 -3.696 -0.111  0.2113
H -1.009 -0.341 1.685  0.2259
H -1.941 -1.849 -0.814  0.2228
H -4.262 1.811 -1.083  0.2106
H -4.724 0.883 -2.553  0.2200
H -1.886 2.571 -1.196  0.4297
H -1.562 4.015 -3.748  0.2303
H -0.929 4.538 -2.163  0.1946
H 0.053 2.175 -3.833  0.2125
H 0.893 3.715 -3.602  0.2186
H 1.407 4.317 -1.122  0.1948
H 3.041 2.791 0.310  0.2046
H 1.652 3.475 1.147  0.2110
H 0.382 1.411 0.884  0.2050
H 1.963 0.981 1.556  0.2052
H 2.754 0.511 -0.795  0.1971
H 1.445 -0.564 -0.289  0.2096
H -0.181 0.621 -1.581  0.2034
H 1.216 0.482 -2.634  0.2136
H 0.499 -1.344 3.160  0.2183

Cartesian forces (eV/Å) of the 2 atoms listed first:
C 0.136 -0.186 0.087
O -0.218 0.236 -0.176

The frontier orbital gap is 8.46 eV. The calculation puts the molar mass at 343.4 g mol⁻¹. As for the LUMO energy: -0.316 eV. Its net charge is 0. The SMILES is COc1cccc(/C=C/C(=O)OCC(=O)NCCC2=CCCCC2)c1. The value obtained for the energy above the lowest of the compared OMol25 structures with the same formula, charge and spin is 1.923 eV.

---

Computed, not measured: a structure of composition C26H40BeBr2CsF12N4NaO10S in a non-equilibrium geometry, with ωB97M-V/def2-TZVPD.

Each line ends with the Mulliken charge.
Element x y z (Å)
C 2.527 -3.148 1.707  -1.1660
C 1.331 -2.116 1.865  -0.2852
N 0.849 -1.407 0.666  0.3050
C 1.268 -1.954 -0.635  0.0138
N 0.176 -1.590 -1.641  -0.3041
C -0.152 -2.640 -2.380  0.3477
C 0.440 -2.760 -3.872  -0.7278
C -1.112 -3.806 -1.828  -1.0634
C 2.580 -1.203 -1.164  -1.0173
N 3.357 -0.445 -0.134  0.5327
C 4.261 0.506 -0.911  -0.9515
C 5.336 1.223 0.068  -0.6703
C 6.510 1.921 -0.745  0.1958
F 6.991 1.129 -1.826  -0.3403
Br 5.750 3.611 -1.526  0.0200
C 7.782 2.318 0.147  0.5250
F 8.758 2.880 -0.732  -0.2178
F 8.392 1.204 0.764  -0.2205
Br 7.293 3.752 1.428  -0.0726
C 2.541 0.413 0.791  -1.0471
C 0.947 0.064 0.720  0.6892
C 0.105 0.771 1.859  -1.0720
O -0.451 0.231 2.841  -0.5469
C -0.107 2.364 1.712  1.0835
F 0.631 2.942 0.650  -0.2395
F 0.349 2.980 2.937  -0.3738
C -1.627 2.795 1.549  0.4244
F -1.673 4.193 1.797  -0.2617
F -2.515 2.215 2.471  -0.2762
C -2.244 2.590 0.093  0.8321
F -2.395 3.868 -0.519  -0.3221
F -1.532 1.724 -0.747  -0.1657
C -3.738 1.986 0.193  0.1856
O -3.901 0.796 -0.168  -0.7631
O -4.839 2.740 0.621  -0.4254
H 2.135 -4.227 1.651  0.3323
H 3.137 -3.121 2.684  0.3085
H 3.272 -2.962 0.871  0.2152
H 0.438 -2.685 2.323  0.3278
H 1.627 -1.362 2.685  0.2696
H 1.321 -3.093 -0.693  0.5867
H 1.485 -3.203 -3.767  0.1757
H -0.257 -3.434 -4.468  0.4114
H 0.486 -1.742 -4.393  0.1727
H -1.676 -3.436 -0.915  0.2255
H -1.831 -4.189 -2.640  0.3930
H -0.420 -4.663 -1.517  0.2909
H 3.271 -1.963 -1.651  0.3123
H 2.272 -0.463 -1.982  0.2026
H 4.001 -1.005 0.446  0.7199
H 3.678 1.243 -1.546  0.4480
H 4.890 -0.167 -1.603  0.4883
H 4.803 2.017 0.709  0.5663
H 5.786 0.490 0.827  0.3837
H 2.927 0.465 1.862  0.0749
H 2.615 1.491 0.391  0.5146
H 0.605 0.551 -0.268  0.1059
H -5.071 3.353 -0.119  0.3794
F -1.625 4.740 4.086  -0.8230
F -0.161 0.217 4.795  -0.7159
Na -4.684 -0.922 0.543  1.0483
Be 2.213 3.532 3.616  0.3054
O 2.516 3.539 -5.934  -0.6626
S 2.980 4.434 -4.906  1.2014
O 3.182 3.994 -3.552  -0.4234
O 2.036 5.747 -4.891  -0.2804
C 0.628 5.569 -4.722  -0.4787
C 0.273 5.216 -3.289  -0.8151
C 4.463 5.221 -5.463  -1.0280
H 0.251 4.816 -5.420  0.3208
H 0.155 6.518 -4.984  0.2931
H 0.672 4.239 -3.012  0.2103
H -0.810 5.186 -3.155  0.3910
H 0.698 5.946 -2.595  0.2824
H 4.313 5.590 -6.475  0.3503
H 5.257 4.475 -5.448  0.3759
H 4.707 6.035 -4.781  0.3163
C -7.426 -4.207 4.532  -0.6775
C -6.434 -3.093 4.260  -0.4647
O -6.781 -2.400 3.063  -0.5235
H -7.449 -4.915 3.695  0.1160
H -7.163 -4.747 5.444  0.3726
H -8.439 -3.807 4.639  0.2678
H -5.430 -3.501 4.133  0.3296
H -6.415 -2.378 5.086  0.3167
H -7.666 -2.032 3.183  0.2826
C -10.799 -5.607 6.650  -0.6563
C -9.475 -6.293 6.416  0.6728
N -8.420 -6.842 6.229  -0.8668
H -11.060 -5.659 7.708  0.3055
H -10.732 -4.559 6.351  0.2933
H -11.581 -6.095 6.065  0.2752
F 3.585 -5.521 0.930  -0.8957
C 3.052 -0.652 -5.502  0.7913
O 4.036 -0.689 -6.238  -0.4803
O 1.868 -0.838 -5.874  -0.4394
O 3.085 -0.426 -4.266  -0.3832
Cs -8.808 -7.876 4.141  0.9660

Cartesian forces (eV/Å) of the 2 atoms listed first:
C -0.235 -0.351 1.167
C 0.135 -0.352 2.107

The frontier orbital gap is 1.36 eV. The calculation puts the molar mass at 1153.4 g mol⁻¹. As for the LUMO energy: -3.898 eV. Its net charge is 0.